1.
51
Properties=species:S:1:pos:R:3:forces:R:3 method="wB97M-V/def2-TZVPD" mol_weight_g_mol=617.39 total_charge=-1 e_lumo_ha=0.064
K -0.3259 0.2916 0.0958 -0.1 0.4 -0.3
C 0.4445 4.3929 2.7008 -1.8 -2.1 -1.5
F 1.3443 5.0707 2.0246 0.8 0.9 0.6
F 1.0865 3.4808 3.4935 -0.4 1.2 0.3
F -0.4092 5.1805 3.3663 1.3 0.2 0.8
S -0.6355 3.5541 1.4482 -1.9 1.5 -3.3
O -1.0252 4.6423 0.5470 0.5 -0.2 1.9
O 0.2215 2.6498 0.7006 1.0 -0.9 1.1
O -1.7534 2.9546 2.1524 0.8 -0.4 0.7
C -4.5526 2.1730 -1.1703 0.7 0.4 -2.6
F -5.5392 3.1356 -1.2708 1.5 -0.6 0.5
F -4.2828 1.8905 0.0744 -0.2 0.2 0.9
F -5.1038 1.0974 -1.7567 -0.3 -0.7 0.3
S -2.8838 2.4507 -2.2215 -0.1 4.0 -2.5
O -3.3149 2.2806 -3.6301 -0.2 -0.2 1.9
O -2.4451 3.8418 -1.9445 -1.2 -2.5 0.1
O -1.9375 1.4347 -1.8298 -0.1 -1.1 1.2
C 5.3703 -0.5802 0.6587 0.1 0.1 -0.3
O 4.9439 0.6279 1.2998 -0.8 0.2 0.9
P 3.3636 0.9491 1.3811 -0.4 1.4 -1.9
O 2.6625 0.4726 0.1646 0.3 -0.1 1.2
O 3.2999 2.5671 1.5922 -0.4 -3.2 1.3
C 4.2003 3.5148 1.1125 0.8 0.4 -1.1
O 2.8265 0.2448 2.7077 -0.3 1.3 -1.0
C 2.9489 0.8799 3.9740 0.9 -1.5 1.5
H 5.7642 -0.2328 -0.2963 0.2 -0.6 -0.1
H 4.5765 -1.3115 0.5062 -0.2 0.3 -0.1
H 6.1223 -1.0784 1.2706 0.2 0.4 0.0
H 3.8083 3.8778 0.1624 0.0 0.4 0.1
H 5.1785 3.0889 0.8894 0.1 -0.1 0.2
H 4.3256 4.3110 1.8463 -0.2 0.0 -0.1
H 3.1333 0.0303 4.6314 0.1 -0.1 0.3
H 2.0524 1.3223 4.4083 0.0 0.5 -0.9
H 3.8737 1.4522 4.0469 -0.4 0.6 -0.1
C -3.9842 -4.3025 -0.4039 -0.9 -0.1 -0.4
O -3.0363 -3.3221 -0.1202 3.3 0.9 -1.1
P -1.6955 -3.1959 -1.0865 -0.9 1.1 -0.5
O -0.7405 -2.1964 -0.5392 -1.3 -1.6 -0.7
O -2.1992 -2.7845 -2.6020 0.7 -0.9 1.8
C -2.7457 -3.6871 -3.5734 0.1 0.6 -0.8
O -1.1917 -4.7230 -1.2463 1.0 -0.1 -1.3
C -0.2837 -5.1531 -2.3627 -0.5 -0.8 0.1
H -3.4669 -5.2481 -0.5664 -0.5 -0.3 0.1
H -4.5631 -3.9921 -1.2737 0.0 -0.3 -0.3
H -4.6967 -4.2808 0.4206 0.2 -0.5 0.1
H -3.7621 -3.3551 -3.7854 -0.2 -0.5 0.4
H -2.6137 -4.7533 -3.3889 -0.4 0.1 0.6
H -2.2266 -3.5308 -4.5190 0.3 0.3 0.1
H -0.6710 -6.0177 -2.9019 -1.4 0.3 0.0
H 0.6041 -5.7090 -2.0612 0.4 1.2 1.2
H -0.0659 -4.4061 -3.1259 0.0 0.4 0.6



2.
16
Properties=species:S:1:pos:R:3:forces:R:3 method="wB97M-V/def2-TZVPD" mol_weight_g_mol=99.13 e_lumo_ha=0.040
C -0.8181 1.8036 -0.2809 0.0 0.0 0.0
C 0.0847 0.6123 -0.5501 0.0 0.1 0.0
C 1.3709 0.5071 0.3247 0.2 0.1 0.1
C 1.1254 -1.0125 0.5427 0.0 -0.1 0.0
C -0.2378 -0.7796 -0.0788 -0.4 -0.1 -0.2
N -1.3243 -1.3620 -0.3310 0.2 0.6 0.0
O -1.4063 -2.6764 0.0936 -0.3 -0.2 0.1
H -0.2865 2.7027 -0.6130 -0.2 0.0 0.1
H -1.0497 1.9216 0.7832 0.0 -0.1 -0.1
H -1.7567 1.7399 -0.8397 0.1 0.0 0.1
H 0.1917 0.5236 -1.6407 0.6 0.2 0.2
H 2.3364 0.8175 -0.0810 -0.2 -0.1 -0.1
H 1.1937 1.0499 1.2600 0.1 0.0 -0.2
H 1.1396 -1.3863 1.5718 0.0 0.1 -0.2
H 1.7773 -1.6528 -0.0630 -0.2 0.1 0.0
H -2.3402 -2.8084 -0.0978 0.1 -0.6 0.2



3.
43
Properties=species:S:1:pos:R:3:forces:R:3 method="wB97M-V/def2-TZVPD" mol_weight_g_mol=391.73 total_charge=+1 e_lumo_ha=-0.091
Cd -0.3789 -0.0214 -0.1659 -0.1 0.0 0.1
N -0.3673 -2.0043 -1.5054 0.0 0.0 0.0
C 0.8466 -1.9414 -2.3370 0.0 0.0 0.0
C 0.8573 -0.6576 -3.1588 0.0 0.0 0.0
N 0.7980 0.5646 -2.3386 0.0 0.0 0.0
C -0.0331 1.6171 -2.9457 0.0 0.0 0.0
C -0.6815 2.5142 -1.9030 0.0 0.0 0.0
N -1.6160 1.7361 -1.0643 0.0 0.0 0.0
C 2.1299 1.0849 -1.9719 0.0 0.0 0.0
C 2.6765 0.5408 -0.6557 0.0 0.0 0.0
N 1.7392 0.8136 0.4387 0.1 0.0 0.0
H -0.2388 -2.6674 -0.7474 0.0 0.0 0.0
H -1.1693 -2.2998 -2.0507 0.0 0.0 0.0
H 0.9239 -2.7914 -3.0186 0.0 0.0 0.0
H 1.7059 -1.9914 -1.6704 0.0 0.0 0.0
H -0.0196 -0.6744 -3.8084 0.0 0.0 0.0
H 1.7346 -0.6493 -3.8143 0.0 0.0 0.0
H -0.8225 1.1404 -3.5293 0.0 0.0 0.0
H 0.5464 2.2346 -3.6414 0.0 0.0 0.0
H -1.1822 3.3444 -2.4047 0.0 0.0 0.0
H 0.0752 2.9412 -1.2425 0.0 0.0 0.0
H -2.4526 1.5095 -1.5927 0.0 -0.1 0.0
H -1.9138 2.2800 -0.2616 0.0 0.0 0.0
H 2.0542 2.1707 -1.8800 0.0 0.0 0.0
H 2.8495 0.8884 -2.7741 0.0 0.0 0.0
H 3.6612 0.9818 -0.4836 0.0 0.0 0.0
H 2.8206 -0.5373 -0.7073 0.0 0.0 0.0
H 1.8221 1.7636 0.7808 0.0 0.0 0.0
H 1.8806 0.1817 1.2234 0.0 0.0 0.0
O -1.9636 1.6674 3.8246 0.0 0.0 0.0
C -1.7704 1.0879 2.6520 0.0 0.0 0.1
O -0.9079 1.4277 1.8689 0.0 0.0 0.0
C -2.8022 0.0138 2.3853 0.0 0.0 0.0
O -2.4398 -0.8346 1.3233 0.0 0.0 0.0
C -1.9111 -2.0964 1.7858 0.0 0.0 0.0
C -0.4415 -1.9669 2.2265 0.0 0.0 -0.1
O -0.1251 -2.3154 3.3448 0.0 0.0 0.0
O 0.3365 -1.4803 1.3146 0.0 0.0 0.0
H -1.3061 2.3701 3.9500 0.0 0.0 0.0
H -2.9788 -0.5396 3.3090 0.0 0.0 0.0
H -3.7321 0.5296 2.1275 0.0 0.0 0.0
H -2.5176 -2.4729 2.6083 0.0 0.0 0.0
H -1.9948 -2.7798 0.9402 0.0 0.0 0.0



4.
11
Properties=species:S:1:pos:R:3:forces:R:3 method="wB97M-V/def2-TZVPD" s2=0.753 mol_weight_g_mol=150.46 total_charge=+1 multiplicity=2 e_lumo_ha="-0.260 / -0.260"
C -0.6741 0.6326 -0.0303 -1.0 0.0 -0.1
C 0.6251 -0.1131 -0.0215 -0.2 -0.9 -0.2
O 1.6873 0.7924 0.2614 1.0 0.4 0.2
O -1.7560 0.1896 -0.2264 0.9 0.3 0.1
H 0.7492 -0.5865 -1.0081 0.0 0.1 0.3
H 0.5585 -0.9032 0.7429 0.1 0.2 -0.2
O 3.1183 -0.8856 -0.0255 0.8 -0.3 0.0
C 2.9253 0.3306 0.2446 -0.7 0.3 0.0
K -5.1447 0.6443 -0.5877 0.3 0.1 -0.1
Mg 4.9524 -0.0507 0.2980 -1.0 -0.1 -0.1
H -7.0412 -0.0503 0.3526 -0.2 -0.1 0.1



5.
39
Properties=species:S:1:pos:R:3:forces:R:3 method="wB97M-V/def2-TZVPD" s2=0.768 mol_weight_g_mol=725.64 total_charge=+2 multiplicity=2 e_lumo_ha="-0.307 / -0.325"
Re 0.0348 -1.8619 -0.1538 -0.1 0.2 0.0
C 3.7880 3.5267 0.7548 0.0 0.0 0.0
C 3.9588 2.0475 0.5615 0.0 0.0 0.0
O 2.6324 1.4607 0.2006 0.1 0.1 0.0
P 1.8434 0.4113 0.9995 -0.1 0.0 0.0
S -0.1263 0.4966 0.5329 0.0 -0.3 -0.2
S 2.2766 -1.4820 0.3221 0.0 -0.2 0.0
O 2.1803 0.5729 2.4957 0.0 0.1 0.1
C 1.2634 0.6979 3.6526 0.0 0.0 0.0
C 0.9199 2.1435 3.8809 0.0 0.0 0.0
H 4.7658 3.9638 0.9616 0.0 0.0 0.0
H 3.1330 3.7443 1.5980 0.0 0.0 0.0
H 3.3879 3.9950 -0.1428 0.0 0.0 0.0
H 4.3178 1.5469 1.4582 0.0 0.0 0.0
H 4.5983 1.8002 -0.2806 0.0 0.0 0.0
H 1.8254 0.2625 4.4727 0.0 0.0 0.0
H 0.3886 0.0820 3.4467 0.0 0.0 0.0
H 1.8186 2.7336 4.0551 0.0 0.0 0.0
H 0.2877 2.2196 4.7662 0.0 0.0 0.0
H 0.3705 2.5655 3.0378 0.0 0.0 0.0
S -0.4757 -6.6314 0.0031 0.0 -0.1 0.1
Sb 1.3266 -5.4307 -0.0639 -0.1 0.2 -0.1
S 0.7238 -3.4803 -1.5817 0.0 0.1 0.1
S -0.8597 -2.8551 1.4028 0.1 0.0 -0.1
S 3.3569 -5.0362 0.5816 0.1 0.0 0.1
O -1.1998 -1.4168 -1.6900 0.0 0.3 0.2
S -1.8956 -0.0379 -2.1190 0.2 -0.3 0.1
C -3.5088 -0.0963 -1.3104 0.0 0.0 0.0
C -4.4281 -0.8901 -2.2340 0.0 0.0 0.0
C -4.0673 -0.4319 -3.6443 0.0 0.0 0.0
C -2.5442 -0.5185 -3.7449 0.0 0.0 0.0
H -3.8153 0.9475 -1.2098 0.0 0.0 0.0
H -3.3538 -0.5136 -0.3148 0.0 0.0 0.0
H -5.4704 -0.6927 -1.9900 0.0 0.0 0.0
H -4.2518 -1.9602 -2.1146 0.0 0.0 0.0
H -4.4012 0.5938 -3.8084 0.0 0.0 0.0
H -4.5222 -1.0512 -4.4157 0.0 0.0 0.0
H -2.0876 0.1188 -4.4988 0.0 0.0 0.0
H -2.1908 -1.5437 -3.8670 0.0 0.0 0.0



6.
5
Properties=species:S:1:pos:R:3:forces:R:3 method="wB97M-V/def2-TZVPD" smiles=P#[N+][S-].N#P mol_weight_g_mol=122.03 e_lumo_ha="-0.035 / -0.035"
P 0.4908 2.0082 -0.6932 -0.1 -0.3 0.2
N -0.6653 1.2771 -0.0789 1.1 0.8 -0.7
S -1.7929 0.4180 0.5290 -1.1 -0.6 0.6
N 1.2558 -1.4631 0.0095 1.0 0.6 -0.4
P -0.0646 -2.0008 0.3357 -0.9 -0.5 0.3